Entry from the Open Molecules 2025 dataset: a 2-piece molecular cluster, C4H13N2S overall at a distorted geometry (ωB97M-V with the def2-TZVPD basis set).

Geometry as ORCA input:
```
! wB97M-V def2-TZVPD RIJCOSX def2/J DEFGRID3
* xyz 1 1
C -0.7390 0.9071 2.8997
C -0.8995 0.6191 1.5972
N 0.2159 0.2342 0.7800
N -1.7999 1.1767 3.7614
H 0.2768 0.8357 3.3227
H -1.8339 0.6658 1.0605
H 0.6707 1.0678 0.3410
H 0.9313 -0.1851 1.3976
H -0.1044 -0.3347 -0.0684
H -2.6195 0.6203 3.5761
H -1.6122 1.1963 4.7707
C 2.4282 -0.9259 -1.8105
C 1.2564 -0.0549 -2.4283
S -0.3825 -0.9301 -2.1769
H 2.4002 -1.8752 -2.3943
H 2.1848 -1.0871 -0.7445
H 3.4068 -0.3707 -1.9071
H 1.0717 0.9639 -1.9350
H 1.2971 0.0651 -3.5108
H -1.1386 0.1710 -2.4163
*
```

Calculated values
energy above the lowest of the compared OMol25 structures with the same formula, charge and spin	36.7	kcal per mole